C20H37BrCl2FN3O5P2 | the ωB97M-V functional and the def2-TZVPD basis

Structure (XYZ):
```
71
Properties=species:S:1:pos:R:3:forces:R:3:mulliken_charge:R:1
C 2.1390 4.0511 -0.2618 -0.32 0.20 0.69 0.105
C 1.7260 2.9719 -0.5799 0.22 -1.15 0.22 -1.926
C 1.3109 1.5578 -0.8847 -0.02 2.29 -0.49 -0.091
C 1.4347 0.5467 0.3007 1.17 0.09 -2.00 0.540
P 3.1678 -0.1546 0.0301 3.42 -1.02 0.17 0.505
N 3.8412 -0.7245 1.3247 -0.89 0.19 -0.07 -0.893
O 4.0855 1.1178 -0.4746 -1.71 -0.53 -0.11 -0.537
O 3.2220 -1.2238 -1.1593 -0.95 0.89 1.03 -0.416
N 1.5908 1.1972 1.6456 -0.71 -1.41 0.64 0.894
F 2.7618 1.8848 1.8541 -0.20 0.61 -0.40 -0.185
C 0.3626 1.8719 2.1090 -1.07 0.00 0.66 -0.746
C -0.6031 0.6960 2.4461 1.41 0.76 -0.10 -0.855
P -1.9585 1.1720 3.6613 -2.28 -0.69 0.51 0.335
O -1.6522 0.2934 5.0401 0.98 0.76 -1.37 -0.444
Cl -1.6509 3.1703 4.2366 0.68 -0.47 -0.21 -0.268
C -1.0391 0.0124 1.1043 -1.05 -0.90 0.79 2.319
C -1.9821 -1.1542 1.6108 -0.40 0.20 -0.03 -1.925
C -1.9846 0.8333 0.1758 -0.49 0.04 -0.41 -0.208
C -3.0502 1.7574 0.8058 0.46 0.45 -0.80 -0.203
C -3.7737 2.5419 -0.3296 -0.14 0.17 0.94 -0.894
N -2.9017 3.6005 -0.8419 0.09 -0.12 -0.16 -0.560
C 0.2716 -0.5517 0.3438 -1.07 -0.14 -0.65 1.998
C -0.0929 -0.8541 -1.1819 -0.24 -0.69 0.01 -0.930
C -1.0866 -2.0217 -1.4260 0.52 0.09 -1.66 -0.737
C -1.4030 -2.1416 -2.9685 -0.79 -0.99 0.82 -1.065
O -0.3141 -2.4711 -3.8202 -1.49 1.83 -0.07 -0.321
C -0.2382 -1.5370 -4.9066 0.43 0.50 -0.61 0.550
C -0.1815 0.0381 -4.7384 -1.70 -0.42 0.90 -0.684
O -0.3370 -1.9727 -6.0160 -0.05 -0.19 0.19 -0.609
C 0.7506 -1.9406 0.8657 0.39 -0.04 0.28 -3.024
C 1.3966 -2.1969 2.2404 1.06 -1.98 0.28 0.153
C 2.3252 -3.4685 2.0840 -0.14 -0.08 0.66 -1.392
Cl 0.2228 -2.7191 3.5678 -0.10 0.65 -0.28 -0.195
H 2.4006 4.9615 0.2472 0.04 -0.17 -0.59 0.461
H 0.3128 1.6949 -1.3104 0.09 -0.60 0.37 0.437
H 1.9448 1.2525 -1.7395 -0.37 -0.32 0.36 0.789
H 4.1003 -1.6861 1.1182 0.00 0.09 0.36 0.208
H 4.9630 0.7620 -0.6734 0.06 0.19 0.16 0.421
H 4.1149 -1.3002 -1.5255 -0.28 -0.07 -0.57 0.376
H 1.7162 0.3904 2.2805 0.30 0.11 -0.10 0.297
H -0.1247 2.4671 1.3234 0.67 0.01 0.12 0.291
H 0.5988 2.5033 2.9746 0.15 -0.21 -0.31 0.657
H -0.0968 -0.1191 3.0138 0.10 0.53 -0.23 0.334
H -0.7020 0.1327 5.1573 -0.14 -0.13 0.39 0.381
H -3.0319 -0.8164 1.5596 0.44 0.00 -0.04 0.481
H -1.9437 -2.0631 1.0072 0.16 0.21 0.23 0.294
H -1.8267 -1.4091 2.6668 0.20 -0.13 -0.42 0.502
H -2.5538 0.0747 -0.3933 0.35 0.30 0.09 0.603
H -1.4928 1.4274 -0.6079 0.23 -0.13 0.52 -1.333
H -3.7975 1.2337 1.4178 0.41 0.10 -0.11 0.261
H -2.5292 2.5426 1.3884 -0.48 -0.30 0.07 0.362
H -4.6204 3.0478 0.1652 0.17 -0.20 -0.38 0.519
H -4.1834 1.8620 -1.0984 0.18 0.09 0.22 0.321
H -2.1638 3.2368 -1.4356 -0.12 0.01 -0.02 0.132
H -3.4157 4.2715 -1.4020 0.01 -0.10 0.08 0.277
H 0.8043 -1.1246 -1.7834 -0.15 0.24 0.42 0.318
H -0.5424 -0.0089 -1.7127 0.25 -0.01 0.42 -0.521
H -2.0828 -1.8814 -0.9867 0.39 -0.12 0.13 0.116
H -0.6611 -3.0052 -1.1680 -0.23 0.40 0.23 0.359
H -2.1054 -3.0002 -3.0144 0.15 0.39 -0.11 0.426
H -1.9775 -1.2705 -3.3248 0.34 -0.14 0.18 0.479
H -0.4458 0.5128 -5.6916 0.15 -0.44 0.15 0.357
H 0.7681 0.3943 -4.3618 -0.05 -0.16 -0.26 0.168
H -0.9492 0.3699 -4.0018 0.26 -0.12 -0.38 0.090
H -0.0350 -2.7108 0.8234 -0.02 0.68 -0.11 0.874
H 1.4542 -2.3169 0.0985 -0.06 0.35 0.42 1.237
H 2.0473 -1.4651 2.7237 -0.45 0.26 -0.35 0.215
H 3.3847 -3.1953 2.1950 -0.40 -0.04 -0.41 0.349
H 2.1248 -4.0165 1.1544 0.22 0.33 0.12 0.344
H 2.1444 -4.1855 2.8995 -0.03 0.35 -0.27 0.472
Br 2.1945 -1.4312 -3.9609 2.46 -0.12 0.21 -0.645
```
Forces are in eV/Å.

The max |F| comes out at 3.57 eV Å⁻¹. Its frontier orbital gap is 6.255 eV. The calculation puts the LUMO energy at -0.498 eV.


C2H3NO3 | the ωB97M-V functional and the def2-TZVPD basis

Structure (XYZ):
```
9
Properties=species:S:1:pos:R:3:forces:R:3:mulliken_charge:R:1
O -0.4370 1.5176 -0.3376 2.88 2.13 2.24 -0.546
C 0.6357 1.1906 0.2384 -4.61 -2.89 -3.94 0.101
C 0.7875 -0.2922 0.0015 -3.33 -1.52 1.17 0.522
O 1.8099 -0.8765 -0.1217 2.45 -0.50 -0.27 -0.533
N -0.4300 -0.9908 -0.1894 0.35 -2.23 0.44 -0.144
O -1.7525 -0.6512 0.1683 1.11 5.62 -1.82 -0.497
H 1.4840 1.6738 0.6147 0.84 1.86 0.73 0.372
H -0.4654 -2.0464 -0.1275 1.16 1.90 -0.29 0.249
H -1.6322 0.4751 -0.2467 -0.85 -4.37 1.74 0.476
```
Forces are in eV/Å.

For the relative energy (zero: lowest compared OMol25 entry of this formula, charge and spin), the calculation gives 4.912 eV. The max |F| comes out at 6.72 eV Å⁻¹. Its frontier orbital gap is 7.755 eV. Its SMILES is O=CC(=O)NO. The calculation puts the LUMO energy at -1.279 eV.


C3H9N2S | the ωB97M-V functional and the def2-TZVPD basis

Structure (XYZ):
```
15
Properties=species:S:1:pos:R:3:forces:R:3:mulliken_charge:R:1
N -2.3780 0.1250 -1.0369 0.51 -0.30 0.22 -0.688
C -1.2969 0.8934 -1.7148 -1.38 0.03 -0.50 -0.608
N -0.2226 1.4416 -0.9772 1.31 0.82 1.17 -0.287
C 0.7626 0.5010 -0.3911 -1.08 -1.44 0.17 -0.633
C 0.3484 -0.0956 0.9860 1.67 -0.69 -0.91 -0.529
S 1.5655 -1.3874 1.5438 -0.22 0.33 -0.19 -0.705
H -1.9924 -0.7685 -0.7542 -0.03 -0.19 -0.02 0.326
H -2.5807 0.5685 -0.1427 -0.04 0.15 -0.18 0.294
H -1.8790 1.6753 -2.2312 0.58 0.18 0.11 0.290
H -0.8790 0.2601 -2.5012 -0.06 -0.10 0.09 0.412
H -0.5109 2.0514 -0.2117 -0.30 0.02 -0.49 0.255
H 0.7290 -0.3683 -1.0589 0.47 0.05 -0.03 0.243
H 1.7981 0.8312 -0.3315 -0.10 0.54 -0.21 0.325
H 0.3673 0.6649 1.7619 -0.75 0.19 0.01 0.258
H -0.5663 -0.6318 0.7681 -0.57 0.39 0.75 0.047
```
Forces are in eV/Å.

For the relative energy (zero: lowest compared OMol25 entry of this formula, charge and spin), the calculation gives 0.812 eV. The charge is -1. The max |F| comes out at 2.02 eV Å⁻¹. Its frontier orbital gap is 6.420 eV. Its SMILES is NCNCC[S-]. The calculation puts the LUMO energy at 3.997 eV.


C5H11N | the ωB97M-V functional and the def2-TZVPD basis

Structure (XYZ):
```
17
Properties=species:S:1:pos:R:3:forces:R:3:lowdin_spin:R:1
C -2.5333 0.0721 -1.2811 -0.39 -0.23 -0.13 0.105
C -1.5633 -0.5354 -0.3258 0.31 0.24 0.90 0.346
C -0.9807 0.2656 0.6955 -0.36 1.83 -0.51 0.321
N 0.4677 -0.0044 1.3256 -1.89 -0.20 -1.50 0.057
C 1.4113 -0.2022 0.1882 -0.35 -0.03 0.45 0.017
C 2.8040 0.3036 0.6020 -0.38 -0.20 0.15 0.003
H -2.0413 0.6494 -2.0842 0.06 0.27 -0.14 0.036
H -3.2466 0.7424 -0.7947 0.18 0.24 0.15 0.006
H -3.1893 -0.6468 -1.7775 0.15 -0.33 -0.08 0.006
H -1.1256 -1.5140 -0.5324 -0.02 0.16 -0.26 0.041
H -1.5002 1.0403 1.2718 0.09 -0.25 -0.34 0.033
H -0.3410 -0.7317 1.3448 2.02 -1.48 1.39 0.020
H 1.3772 -1.2448 -0.1277 0.50 -0.15 -0.11 0.001
H 1.0805 0.3633 -0.6930 -0.15 0.11 0.18 0.005
H 2.6311 1.0178 1.3959 -0.01 0.13 0.42 0.001
H 3.4899 -0.4653 0.9792 -0.11 0.11 -0.17 0.001
H 3.2598 0.8900 -0.1868 0.36 -0.21 -0.38 0.001
```
Forces are in eV/Å.

As for the spin multiplicity: 2. For the relative energy (zero: lowest compared OMol25 entry of this formula, charge and spin), the calculation gives 3.133 eV. The charge is -1. The max |F| comes out at 2.86 eV Å⁻¹. Its frontier orbital gap (spin up / spin down) is 3.690 / 6.782 eV. The calculation puts the LUMO energy (spin up / spin down) at 4.344 / 4.302 eV.


C17H28N4OS | the ωB97M-V functional and the def2-TZVPD basis

Structure (XYZ):
```
51
Properties=species:S:1:pos:R:3:forces:R:3:mulliken_charge:R:1
C 5.0899 0.8529 -4.4366 -0.22 -0.46 -0.03 -0.762
S 4.3797 -0.7601 -4.8798 0.20 0.25 -0.40 -0.090
C 3.7299 -1.2349 -3.3336 0.02 0.12 0.26 0.273
N 3.8873 -0.3989 -2.3159 0.15 0.19 -0.02 -0.347
C 3.3410 -0.7604 -1.1715 -0.20 -0.41 0.15 -0.489
C 2.6541 -1.9594 -1.0079 0.18 -0.16 -0.25 0.658
C 1.9602 -2.2827 0.2813 0.01 0.12 -0.05 -1.015
N 0.8991 -1.3111 0.4734 0.02 -0.15 0.15 0.525
C 0.3735 -1.2417 1.8182 -0.08 0.23 0.19 -1.049
C -0.5486 -0.0296 1.9166 0.10 -0.25 0.17 -0.444
N -1.6016 -0.1203 0.9253 -0.05 0.01 0.08 0.144
C -2.6156 0.9037 1.1090 -0.01 -0.05 0.08 -0.508
C -3.4278 0.5874 2.3287 0.04 0.11 -0.11 -0.961
C -3.7581 1.4055 3.3205 -0.09 0.00 0.12 1.336
C -4.6064 0.9349 4.4659 0.07 -0.08 -0.16 -1.483
C -3.3678 2.8540 3.3963 0.08 -0.11 -0.12 -1.397
C -1.0897 -0.2570 -0.4276 0.20 -0.07 -0.26 -0.257
C -0.3117 0.9612 -0.9686 -0.19 -0.28 -0.33 -0.330
C -0.2163 0.9902 -2.4919 -0.25 0.50 0.15 -0.895
O 0.7038 0.0169 -2.9434 0.22 -0.30 -0.14 -0.322
C -0.1948 -1.4959 -0.4590 -0.20 0.07 -0.24 -1.504
C 2.5872 -2.7618 -2.1428 0.02 0.21 0.52 -0.343
N 3.1179 -2.4099 -3.2977 0.09 -0.07 -0.58 -0.586
H 5.8856 0.7047 -3.7145 0.04 0.11 0.03 0.263
H 5.4772 1.2842 -5.3534 0.03 0.02 -0.10 0.338
H 4.3111 1.4762 -4.0112 0.06 0.12 0.01 0.230
H 3.4560 -0.0630 -0.3518 -0.07 0.01 0.17 0.464
H 2.6650 -2.1836 1.1130 -0.09 -0.08 0.00 0.477
H 1.5875 -3.3227 0.2641 0.06 0.05 0.06 0.328
H -0.1944 -2.1519 2.0828 0.04 0.03 0.02 0.291
H 1.2001 -1.1287 2.5245 -0.02 -0.02 -0.01 0.430
H 0.0506 0.8896 1.7985 0.00 -0.02 0.05 0.244
H -1.0191 -0.0054 2.9031 0.09 0.04 -0.02 0.512
H -2.1851 1.9155 1.1740 -0.06 -0.02 -0.08 0.178
H -3.2747 0.8765 0.2342 0.06 0.07 -0.03 0.382
H -3.7567 -0.4426 2.3613 -0.11 -0.15 0.06 0.222
H -4.9204 -0.0961 4.3277 -0.06 -0.09 0.02 0.357
H -4.0510 1.0074 5.4011 0.00 0.04 0.11 0.335
H -5.4925 1.5622 4.5585 -0.10 0.04 0.08 0.351
H -2.4094 3.0398 2.9186 0.06 0.10 -0.04 0.392
H -3.3040 3.1721 4.4347 0.02 0.08 0.07 0.395
H -4.1177 3.4719 2.9016 -0.04 0.12 0.02 0.275
H -1.9579 -0.4354 -1.0751 0.07 0.00 0.01 0.508
H 0.6993 0.9389 -0.5625 0.03 0.18 0.05 0.168
H -0.8084 1.8793 -0.6503 0.04 0.07 0.02 0.372
H -1.2084 0.8076 -2.9323 0.05 0.07 0.05 0.377
H 0.1188 1.9895 -2.8087 -0.10 -0.11 0.04 0.398
H 0.7617 0.0562 -3.9039 0.02 -0.01 0.06 0.242
H -0.7949 -2.3864 -0.1996 0.04 0.04 0.00 0.335
H 0.2095 -1.6160 -1.4630 -0.06 -0.03 0.05 0.557
H 2.0868 -3.7228 -2.1305 -0.10 -0.07 0.13 0.423
```
Forces are in eV/Å.

For the relative energy (zero: lowest compared OMol25 entry of this formula, charge and spin), the calculation gives 0.576 eV. The max |F| comes out at 0.59 eV Å⁻¹. Its frontier orbital gap is 9.047 eV. Its SMILES is CSc1ncc(CN2CCN(CC=C(C)C)[C@@H](CCO)C2)cn1. The calculation puts the LUMO energy at 0.744 eV.


C3H2GaO4 | the ωB97M-V functional and the def2-TZVPD basis

Structure (XYZ):
```
10
Properties=species:S:1:pos:R:3:forces:R:3:lowdin_spin:R:1
H 0.9814 -1.3183 -0.9237 1.08 1.27 0.80 0.013
C 1.5456 -0.6111 0.0757 -1.03 -0.72 0.58 0.033
C 0.1375 -0.8625 0.2486 -0.62 -0.24 0.73 0.109
O -0.5380 0.2875 0.2466 2.13 -0.82 0.15 0.105
C -2.0100 0.4033 -0.1465 -4.22 -0.63 -1.91 0.009
O -2.6310 -0.6395 -0.1364 1.41 0.94 0.61 0.005
O -2.2159 1.5510 -0.5179 1.10 0.12 0.84 0.055
Ga 0.6145 1.8583 0.4424 -0.33 0.22 -0.52 0.496
O 1.9939 0.6635 0.0207 0.38 -0.31 -0.12 0.169
H 2.1222 -1.3321 0.6904 0.11 0.17 -1.15 0.006
```
Forces are in eV/Å.

As for the spin multiplicity: 2. For the relative energy (zero: lowest compared OMol25 entry of this formula, charge and spin), the calculation gives 2.047 eV. The max |F| comes out at 4.67 eV Å⁻¹. Its frontier orbital gap (spin up / spin down) is 9.202 / 5.686 eV. The calculation puts the LUMO energy (spin up / spin down) at -0.762 / -4.021 eV.


- What is the formula in the second record?
  C2H3NO3